Density functional theory data (the ωB97M-V functional and the def2-TZVPD basis) for a structure of composition C71H129B2N9O27VZn at a distorted geometry.

The geometry in XYZ format:
```
240
Properties=species:S:1:pos:R:3:forces:R:3
O -2.898 -25.411 -14.966 -0.3682 -0.1558 -1.2503
V -2.297 -24.108 -14.387 -0.5973 0.5895 3.5150
O -2.411 -22.931 -15.373 -0.0201 0.0219 -1.1272
Zn -10.409 -28.474 -9.297 0.6239 0.3755 -1.1192
O -1.684 -25.541 -9.653 -1.3154 -1.9714 -1.3565
C -2.310 -26.342 -10.351 2.4999 3.7846 1.0479
O -3.055 -27.317 -9.967 -0.7723 -0.5864 0.0619
B -3.765 -27.805 -11.140 -1.9077 -1.3904 -0.4810
O -3.162 -27.188 -12.308 1.0077 1.9634 -0.5367
C -2.359 -26.216 -11.909 0.7113 0.1434 -0.9132
O -1.716 -25.389 -12.589 -1.4169 -1.4788 1.4690
O -5.263 -27.549 -11.120 0.1360 0.5727 0.5599
C -5.939 -28.673 -11.000 -2.5028 0.7902 0.2848
O -7.158 -28.767 -10.806 2.5349 0.0207 -0.4070
C -4.942 -29.798 -11.162 0.4523 -3.2978 0.0801
O -3.751 -29.238 -11.291 0.5389 -1.0414 0.2109
O -5.154 -31.014 -11.159 0.1091 2.9797 -0.0293
O -9.326 -26.550 -10.106 1.8316 3.1465 -1.2052
C -8.767 -25.511 -10.504 0.0224 -2.4901 1.5533
O -7.443 -25.177 -10.318 -3.1417 -0.9275 -0.3453
B -7.189 -23.923 -11.008 0.6102 1.1302 0.4423
O -8.555 -23.419 -11.438 -0.6409 -1.0287 -0.1271
C -9.514 -24.372 -11.255 -0.0836 0.7487 -1.1289
O -10.682 -24.364 -11.651 3.1134 0.1671 1.1534
O -6.188 -24.138 -12.091 -0.0622 -0.3292 -1.1504
C -5.054 -23.512 -11.938 1.2008 0.3025 -0.4668
O -4.049 -23.522 -12.669 -1.8260 -0.3473 1.2985
C -5.204 -22.710 -10.587 0.4684 1.2610 0.8367
O -6.474 -22.919 -10.151 1.2825 -0.1206 -0.3849
O -4.342 -21.996 -10.066 -2.3220 -1.8750 -1.2837
C -4.361 -31.345 -14.958 1.0480 0.0466 0.8311
O -4.014 -30.483 -16.019 -0.7815 -0.1226 -0.1163
C -4.963 -29.434 -16.185 0.5900 0.6871 -0.2015
C -5.133 -28.482 -14.981 -0.8564 0.6816 0.3369
O -6.123 -27.478 -15.296 0.0850 -0.7366 -1.7337
C -6.480 -26.542 -14.307 1.2219 -1.2151 0.4990
H -5.338 -31.828 -14.990 -0.4527 0.5332 -0.2308
H -4.180 -30.758 -14.058 -0.5882 -0.3861 0.5344
H -3.677 -32.189 -14.873 0.3595 0.1791 -0.5081
H -5.936 -29.816 -16.491 -0.1868 -0.1462 0.0534
H -4.543 -28.854 -17.007 -0.2642 0.0980 -0.0667
H -4.195 -28.007 -14.693 0.2038 0.0075 -0.1051
H -5.515 -29.022 -14.114 0.0360 -0.2720 0.3034
H -7.283 -25.889 -14.651 0.1383 -0.1597 -0.1682
H -5.589 -25.984 -14.019 -0.1156 0.4613 0.0676
H -6.774 -27.140 -13.444 -0.4679 0.3370 0.5678
C -12.571 -26.489 -10.091 -0.0369 -0.3117 -1.0470
O -11.780 -27.059 -9.018 -1.8966 0.1977 -0.2515
C -12.626 -27.095 -7.868 0.8724 -1.3817 1.7976
C -11.850 -27.964 -6.791 -0.4461 0.8023 0.6630
O -11.160 -29.096 -7.367 -0.2194 -0.6245 0.1026
C -11.132 -30.309 -6.534 -0.9777 0.4936 0.2110
H -12.034 -26.591 -11.034 0.2774 0.2073 0.2726
H -12.856 -25.451 -9.923 0.4508 0.0720 0.3826
H -13.490 -27.065 -10.203 -0.0626 -0.1601 0.2101
H -13.618 -27.538 -7.957 0.1067 -0.6031 -1.1642
H -12.889 -26.075 -7.587 0.8047 0.0798 0.5220
H -12.514 -28.360 -6.023 -0.4628 0.1356 -0.2299
H -11.157 -27.336 -6.231 0.4219 0.0341 -0.3340
H -12.163 -30.610 -6.346 -0.1112 -0.0621 -0.2237
H -10.710 -30.165 -5.540 0.3148 0.6156 -0.1220
H -10.606 -31.155 -6.975 -0.0004 0.5443 -0.5904
C -10.094 -31.615 -10.281 -0.8106 -0.4608 -0.9273
O -9.787 -30.460 -9.497 -0.7946 -0.3699 0.2569
C -8.610 -30.715 -8.749 1.4183 -0.4735 -0.4045
C -8.233 -29.598 -7.748 0.1797 0.2437 -0.9943
O -8.721 -28.320 -8.180 -1.0561 -1.4999 -0.0555
C -8.045 -27.280 -7.551 2.1633 0.9628 -0.0297
H -10.866 -31.466 -11.036 -0.2880 0.8906 0.4075
H -10.483 -32.431 -9.672 0.3643 0.0245 0.3478
H -9.279 -31.959 -10.919 0.6532 0.1529 0.5662
H -7.890 -30.955 -9.532 0.8139 0.8637 0.2136
H -8.636 -31.682 -8.247 -0.6635 0.0097 0.5756
H -7.158 -29.419 -7.731 0.2131 -0.8404 0.0965
H -8.588 -29.838 -6.746 -0.0499 0.2048 0.0266
H -7.802 -27.465 -6.505 -1.2279 0.1019 0.5080
H -8.460 -26.306 -7.808 -0.2763 -0.3559 0.4231
H -7.016 -27.305 -7.908 0.2353 0.3206 -0.7331
C -2.913 -23.538 -7.008 1.5261 0.4330 -0.4056
C -3.862 -24.184 -6.052 -0.9209 -0.3137 0.0204
C -4.098 -25.619 -6.561 0.4054 -1.2924 -0.4401
C -2.990 -26.638 -6.189 -0.8377 1.6557 1.4562
C -2.867 -26.612 -4.614 0.8590 -0.2381 -1.8916
C -2.569 -25.220 -4.029 0.9052 1.5978 -0.4377
N -3.426 -24.189 -4.654 -1.4962 -1.9090 -0.0938
O -3.359 -22.909 -4.103 0.4905 0.0164 0.0444
C -2.728 -25.196 -2.500 -0.8047 0.4607 -0.2297
C -1.109 -24.767 -4.293 0.5914 -0.6623 -0.5474
C -5.199 -23.449 -6.085 -0.0924 0.1444 0.3588
H -2.594 -22.537 -6.719 -0.1233 0.0998 0.2816
H -3.285 -23.452 -8.029 -0.2664 -0.1924 0.0621
H -2.012 -24.151 -7.025 0.1526 0.1210 -0.3608
H -5.084 -26.018 -6.321 -0.1504 0.1289 0.6865
H -4.103 -25.671 -7.649 -0.1004 0.7423 -0.2829
H -2.098 -26.277 -6.702 0.3139 -0.3677 0.2177
H -3.249 -27.633 -6.549 0.1021 0.0206 0.0293
H -2.002 -27.242 -4.407 -0.0492 -0.1076 0.5319
H -3.761 -27.119 -4.251 -0.0667 0.3869 0.4653
H -3.775 -25.269 -2.205 -0.1934 -0.6282 -0.1083
H -2.130 -25.975 -2.027 -0.0400 0.1037 -0.0026
H -2.480 -24.210 -2.109 0.5828 -0.1083 -0.0571
H -0.423 -25.567 -4.014 0.2574 0.1816 0.4245
H -0.855 -24.553 -5.331 -0.4740 -0.3417 -0.3151
H -0.853 -23.817 -3.823 -0.2234 -0.2480 0.5677
H -5.807 -23.858 -5.278 -0.3299 -0.0893 -0.1424
H -5.695 -23.550 -7.050 -0.0279 -0.0449 -0.0686
H -5.069 -22.388 -5.869 -0.0263 -0.0158 -0.1388
H -4.138 -22.902 -3.542 -0.1025 0.4154 0.2419
C -7.021 -17.298 -11.022 0.2112 -0.8838 0.1255
C -6.955 -18.725 -11.809 -0.6813 1.3063 -0.9167
C -7.949 -18.579 -13.046 -0.7753 1.1034 -0.7107
C -7.447 -17.915 -14.347 2.8661 -1.3979 0.4735
C -6.073 -18.577 -14.722 -0.5938 0.7168 0.5947
C -5.025 -18.543 -13.559 0.2580 -0.3464 -1.0078
N -5.603 -19.108 -12.321 -1.2500 -0.5939 -0.1420
O -4.679 -19.217 -11.244 -0.1442 0.9774 -0.2985
C -3.843 -19.417 -13.991 0.8081 -0.2464 -0.4028
C -4.450 -17.144 -13.497 0.2854 1.5297 0.9509
C -7.491 -19.944 -10.980 1.0744 0.9425 0.1499
H -8.044 -16.926 -10.960 -0.1715 -0.3605 0.0168
H -6.463 -16.448 -11.415 0.2120 -0.4217 -0.8809
H -6.631 -17.307 -10.004 -0.0598 -0.6637 0.1724
H -8.539 -19.465 -13.280 0.5905 -0.6451 0.0837
H -8.751 -17.869 -12.843 -0.1587 -0.0981 1.1436
H -7.242 -16.865 -14.141 -0.2861 0.1289 -0.2296
H -8.034 -18.045 -15.257 -0.6910 0.1948 0.4688
H -5.666 -18.004 -15.555 0.3231 -0.0329 -0.0061
H -6.256 -19.575 -15.120 0.1230 -0.3160 0.3371
H -3.432 -19.083 -14.944 -0.6423 0.0577 -0.4905
H -2.920 -19.291 -13.426 -0.3317 -0.0911 0.9015
H -4.054 -20.482 -14.094 -0.2381 -0.0185 0.1591
H -3.825 -17.005 -12.615 0.0551 -0.2553 0.2028
H -3.801 -16.864 -14.327 -0.0463 -0.5409 -0.2840
H -5.151 -16.311 -13.450 -0.5101 -0.2154 0.0524
H -8.472 -19.823 -10.520 -0.1750 0.3018 -0.3274
H -6.801 -20.117 -10.154 0.0510 -0.1065 0.0449
H -7.469 -20.828 -11.619 -0.1493 0.0629 -0.0511
H -4.466 -20.151 -11.183 0.0234 -0.2410 -0.0544
C -14.330 -25.188 -13.404 -0.4585 0.2608 -0.8479
C -13.961 -26.450 -14.225 0.0582 0.5365 0.8761
C -14.848 -26.712 -15.449 -0.3888 1.4843 -0.7943
C -14.594 -25.751 -16.652 1.2845 -0.5863 0.6881
C -13.152 -26.006 -17.129 -0.5506 0.8662 1.3313
C -12.105 -25.713 -15.953 -0.5744 -0.7042 -0.3886
N -12.556 -26.367 -14.673 -0.4469 -1.6329 -1.8869
O -11.593 -26.338 -13.649 -0.5975 0.3955 -0.4034
C -10.830 -26.394 -16.407 0.9884 -0.9839 0.0443
C -11.836 -24.212 -15.747 -0.5010 -0.1227 -0.0814
C -14.130 -27.628 -13.272 1.6800 -0.8888 0.4463
H -14.001 -24.323 -13.979 -0.3041 0.2431 0.1162
H -13.895 -25.107 -12.408 0.3783 -0.3649 -0.0640
H -15.407 -25.138 -13.247 -0.0973 0.1112 -0.1099
H -14.720 -27.758 -15.729 -0.0271 0.0229 -0.2222
H -15.897 -26.521 -15.223 -0.0518 -0.4507 0.6233
H -14.662 -24.716 -16.317 -0.3059 0.0940 0.0577
H -15.309 -25.901 -17.461 -0.0319 -0.0833 0.1063
H -12.908 -25.352 -17.966 0.2043 -0.0603 -0.0410
H -13.163 -27.042 -17.467 0.6914 -0.0738 0.1017
H -10.966 -27.474 -16.463 -0.3426 -0.1340 0.0863
H -10.477 -26.139 -17.406 -0.3194 0.5276 -0.0601
H -9.965 -26.289 -15.753 -0.0901 0.4109 0.2814
H -11.322 -23.758 -16.593 0.0664 -0.0937 -0.0414
H -12.760 -23.657 -15.582 -0.0683 0.0543 -0.0678
H -11.219 -24.074 -14.859 0.2054 0.0755 0.0407
H -13.500 -27.438 -12.403 -0.3598 0.1706 0.2636
H -13.612 -28.502 -13.666 -0.2459 -0.2490 -0.5290
H -15.113 -27.966 -12.941 -0.2133 0.6159 -0.3074
H -11.586 -25.405 -13.423 0.4922 0.3661 0.8144
C -11.812 -19.746 -11.616 -0.1289 0.7126 -0.3947
C -11.677 -20.998 -12.466 0.8085 0.1888 0.2775
C -12.812 -21.967 -12.243 -0.2149 -0.0587 -1.3428
C -13.061 -22.362 -10.868 0.7554 0.3511 -2.6105
N -13.279 -22.720 -9.821 -0.4565 -0.8165 2.6600
H -12.831 -19.468 -11.348 -0.3045 -0.4240 -0.1553
H -11.495 -18.905 -12.232 0.5285 0.2063 0.4998
H -11.290 -19.818 -10.661 0.2948 0.1402 -0.1957
H -10.695 -21.445 -12.316 -0.0168 -0.4389 0.7665
H -11.525 -20.789 -13.525 -0.9331 0.3319 -0.2195
H -12.653 -22.802 -12.926 -0.0013 -0.5643 0.5756
H -13.737 -21.539 -12.629 -0.1461 0.2996 0.1609
C -8.545 -21.864 -17.207 -0.8459 -0.0837 0.0084
C -8.879 -21.569 -15.716 0.5734 -0.3843 -0.9753
C -8.224 -22.667 -14.798 0.0242 1.2903 -0.2157
C -6.786 -22.839 -15.087 -0.3707 0.1083 -0.0412
N -5.658 -22.904 -15.295 -0.0863 -0.0984 0.0500
H -7.616 -21.411 -17.552 0.2171 -0.4077 0.3339
H -9.286 -21.514 -17.925 -0.3141 0.4505 0.3203
H -8.586 -22.940 -17.380 0.5692 -0.1442 0.0187
H -9.957 -21.523 -15.559 -0.0581 -0.4213 0.0924
H -8.547 -20.550 -15.515 0.3573 -0.1587 0.4767
H -8.758 -23.611 -14.897 0.1002 -0.0551 -0.0980
H -8.272 -22.353 -13.755 -0.1768 -0.0958 0.1143
C -8.775 -21.949 -5.890 -0.7950 0.4896 -0.9981
C -8.760 -21.752 -7.451 1.3599 -0.9618 1.5852
C -9.952 -22.320 -8.228 -0.2378 1.1606 0.8749
C -10.337 -23.678 -7.891 -0.2558 -2.3395 0.2562
N -10.661 -24.758 -7.588 0.7216 2.0158 -0.5248
H -9.665 -21.462 -5.491 0.0458 0.0146 0.3402
H -7.882 -21.496 -5.458 -0.0842 0.0835 -0.0332
H -8.792 -22.996 -5.588 -0.0369 -0.0740 -0.2039
H -7.817 -22.248 -7.679 -0.0294 0.0103 -0.9020
H -8.625 -20.694 -7.675 -0.2062 -0.0529 -0.1295
H -9.871 -22.106 -9.294 0.0223 -0.4614 -0.0691
H -10.801 -21.741 -7.865 -0.3598 0.1834 -0.2427
C -1.328 -19.981 -9.476 0.2370 0.3294 -0.4300
C -0.568 -21.299 -9.310 -1.0344 -0.3787 -0.1581
C -1.126 -22.503 -10.127 0.3709 -0.2866 0.8109
C -1.170 -22.416 -11.546 -0.4982 1.1682 -4.3311
N -1.300 -22.360 -12.715 0.3934 -0.9537 2.7124
H -1.719 -19.802 -10.477 0.2027 0.0036 -0.1694
H -0.647 -19.170 -9.216 -0.1009 0.1585 -0.0930
H -2.185 -19.894 -8.809 0.0530 -0.3295 0.0108
H -0.717 -21.492 -8.247 0.4563 -0.7291 -0.0301
H 0.501 -21.251 -9.517 -0.0886 0.3435 0.0094
H -2.148 -22.812 -9.905 0.0001 0.1755 0.5798
H -0.498 -23.387 -10.013 0.0022 -0.1519 0.6446
C -8.210 -30.519 -13.853 0.6475 -0.6562 -0.1879
C -9.346 -29.867 -14.592 0.7823 0.7440 -1.5480
C -10.638 -29.815 -13.846 -0.1868 -0.5167 0.2808
C -10.515 -29.184 -12.556 -0.6065 1.4821 1.8664
N -10.515 -28.649 -11.527 -0.0178 -1.0965 -0.7329
H -7.672 -29.804 -13.229 -0.4522 -0.2066 0.6187
H -7.405 -30.918 -14.469 -0.2238 0.2309 -0.6163
H -8.555 -31.424 -13.354 0.0036 0.1675 0.6710
H -9.617 -30.350 -15.532 0.3582 -0.3088 -0.0668
H -9.025 -28.869 -14.892 -0.1191 0.1959 0.0177
H -10.900 -30.856 -13.658 -0.4012 -0.1003 0.1546
H -11.437 -29.354 -14.428 -0.0288 0.2230 0.1673
C -5.170 -20.004 -7.448 0.1144 0.0746 0.2069
C -4.118 -19.125 -6.750 0.2491 -0.8425 -0.1540
C -3.599 -19.863 -5.415 -0.8256 1.5055 -0.9141
C -4.591 -19.609 -4.369 -1.6108 0.2025 2.3991
N -5.368 -19.446 -3.505 1.7603 -0.3909 -2.1940
H -5.947 -20.193 -6.707 -0.2062 -0.2922 -0.0652
H -4.758 -20.945 -7.812 0.0937 -0.0816 0.2890
H -5.657 -19.580 -8.327 0.1904 0.4985 0.0900
H -4.537 -18.134 -6.576 -0.1359 -0.1375 0.7178
H -3.297 -18.875 -7.422 0.2704 -0.4791 0.0969
H -2.642 -19.452 -5.095 -0.0192 -0.0019 0.0323
H -3.507 -20.947 -5.472 0.0960 0.0741 -0.4581
```
Forces are in eV/Å.

The strongest force on any atom comes out at 4.7 eV/Å. The HOMO energy comes out at -9.38 eV. As for the charge: +1.